Record 1
ORCA calculation (ωB97M-V with the def2-TZVPD basis set) on a structure of composition C49H57BrFeN5O2Sb.

Summary:
Lowest unoccupied orbital energy (spin up / spin down) ... -0.403 / -0.406 eV
Energy relative to the best compared isomer or geometry (same formula, charge and spin) ... 0.0 kJ/mol
Highest occupied orbital energy (spin up / spin down) ... -7.27 / -7.28 eV
Frontier orbital gap (spin up / spin down) ... 6.863 / 6.872 eV

Geometry as ORCA input:
```
! wB97M-V def2-TZVPD RIJCOSX def2/J DEFGRID3
* xyz 0 5
Sb 0.49 -2.70 2.45
Br 2.64 0.08 0.67
Fe -0.14 0.11 -0.81
O 0.21 2.52 -5.99
O 0.32 -0.01 -2.68
N -1.62 2.01 -1.31
N -1.77 -1.12 -6.74
N -2.53 0.11 -4.86
N 1.43 1.86 -1.38
N 1.06 2.22 -2.60
C 1.19 1.58 -5.82
C -1.83 2.26 4.20
C -4.29 1.80 -5.07
C 1.23 -5.63 1.43
C -0.70 -4.53 0.34
C -1.67 0.69 1.86
C 3.24 2.64 1.64
C -1.15 -4.90 4.07
C -1.71 3.17 -0.67
C -2.65 -0.47 -7.50
C -1.56 -0.09 0.67
C 2.34 6.31 1.50
C 0.68 -4.30 0.95
C -4.27 2.55 -3.95
C 3.51 -3.07 2.81
C -3.96 -0.57 0.92
C 1.37 0.88 -4.63
C -2.45 1.76 -2.32
C 3.27 4.10 1.81
C -1.13 -3.41 3.74
C -1.06 -2.59 5.03
C 0.48 1.10 -3.43
C -2.44 -3.03 3.04
C -4.05 0.21 2.03
C 2.03 1.36 -6.91
C 2.70 1.97 0.61
C -1.76 -0.79 -5.46
C 3.06 0.45 -6.81
C -3.51 0.48 -6.99
C 2.41 -0.05 -4.56
C 2.39 -1.69 4.51
C 4.30 4.66 2.56
C -2.72 -0.72 0.25
C 2.28 -2.98 3.70
C 2.24 2.53 -0.66
C -0.59 2.11 3.53
C -0.52 1.34 2.40
C 2.27 -4.17 4.65
C 2.28 4.94 1.30
C -3.49 3.88 -2.06
C 4.37 6.03 2.76
C 3.39 6.86 2.22
C -3.38 2.69 -2.78
C -2.95 1.65 3.72
C -3.41 0.76 -5.63
C -2.90 0.85 2.54
C 3.25 -0.27 -5.63
C -2.66 4.13 -0.99
C 1.58 -3.72 -0.14
H 5.06 4.02 2.98
H 0.42 1.20 1.90
H 1.54 -1.54 5.19
H 3.71 0.28 -7.66
H -0.99 -1.52 4.83
H 2.66 3.49 -0.98
H 4.05 -1.00 -5.56
H 1.43 4.52 0.77
H 3.20 -4.17 5.24
H -1.02 3.32 0.15
H -5.05 3.30 -3.92
H 2.23 -5.12 4.12
H -5.10 2.05 -5.76
H -2.73 5.04 -0.42
H 1.44 -4.15 5.36
H 2.26 -5.57 1.79
H 1.67 2.88 -3.08
H -4.21 1.00 -7.63
H -4.84 -1.07 0.53
H -2.68 -0.73 -8.56
H -1.03 -1.29 -4.82
H -3.90 1.75 4.23
H -2.53 -1.95 2.93
H 0.29 2.59 3.92
H -2.37 0.78 -2.78
H -1.37 -5.50 3.19
H 3.30 -1.71 5.13
H -1.19 -3.59 0.04
H 3.70 2.06 2.43
H -0.49 1.49 -3.77
H -3.28 -3.37 3.65
H 4.41 -3.18 3.43
H -0.22 -2.87 5.67
H -0.61 -5.15 -0.56
H -0.43 2.45 -5.27
H -5.00 0.35 2.54
H 5.18 6.45 3.34
H -0.21 -5.26 4.49
H -1.94 -5.10 4.80
H -1.97 -2.75 5.61
H 3.43 7.93 2.39
H -1.88 2.86 5.10
H 0.63 -6.06 2.24
H 1.67 -4.43 -0.97
H -1.38 -5.05 1.02
H 1.86 1.93 -7.82
H -4.24 4.61 -2.35
H 3.49 -3.92 2.13
H 2.59 -3.52 0.22
H -2.55 -3.47 2.06
H 1.18 -2.79 -0.56
H 1.22 -6.35 0.61
H 2.52 -0.61 -3.64
H 3.64 -2.17 2.21
H 1.56 6.94 1.10
H -2.72 -1.33 -0.64
H 2.44 -0.81 3.86
*
```

Atomic partial charges in e from the Mulliken method, atoms 1 to 6:
1. Sb 0.510
2. Br -0.052
3. Fe 0.080
4. O -0.733
5. O -0.677
6. N 1.238

Record 2
ORCA calculation (ωB97M-V with the def2-TZVPD basis set) on a structure of composition C49H57N7OS4SbTc.

Summary:
Lowest unoccupied orbital energy ... -7.256 eV
Energy relative to the best compared isomer or geometry (same formula, charge and spin) ... 5.5 kJ/mol
Highest occupied orbital energy ... -12.09 eV
Frontier orbital gap ... 4.830 eV

Geometry as ORCA input:
```
! wB97M-V def2-TZVPD RIJCOSX def2/J DEFGRID3
* xyz 2 1
Sb -7.03 0.54 -1.03
Tc -0.96 0.75 -0.58
S -6.23 -1.15 0.09
S -4.19 1.57 0.87
S -3.16 -0.02 0.18
S -5.30 2.29 -0.69
O 2.10 -1.67 2.62
N -0.85 2.73 -0.70
N -2.03 0.90 -2.33
N 1.98 -3.28 4.23
N 0.38 -1.61 4.14
N -0.80 0.71 1.59
N -0.55 -1.09 -1.19
N 1.08 0.84 -0.20
C 1.71 1.88 0.45
C 4.39 -3.27 3.79
C -3.25 -1.17 -6.08
C -3.41 1.66 -4.05
C -0.67 0.57 4.34
C -0.54 4.86 0.13
C -1.24 1.67 3.71
C 3.96 2.41 1.63
C 5.54 -3.95 3.45
C -1.55 4.93 -0.80
C -1.68 6.80 -2.46
C -1.29 1.71 2.33
C 4.32 -5.99 3.27
C 5.53 -5.31 3.18
C 0.91 -4.50 -0.63
C -2.63 -0.16 -2.99
C 3.15 -5.32 3.60
C -4.20 -0.58 -5.02
C -3.28 -4.53 -1.11
C 1.55 -2.17 3.59
C 0.49 -1.95 -0.84
C -0.19 -0.47 3.57
C 1.14 3.12 0.66
C -3.48 0.31 -4.06
C -0.05 5.96 1.02
C -2.01 -4.45 -1.97
C 0.11 -3.30 -1.04
C 3.19 -3.96 3.86
C -2.32 6.13 -1.24
C -5.46 3.07 -4.47
C 5.30 -0.61 -0.72
C -1.15 -3.29 -1.59
C 2.01 -0.18 -0.16
C 3.24 0.25 0.44
C 6.80 -6.04 2.81
C 1.72 -1.50 -0.42
C 0.51 -4.99 0.76
C -0.73 5.91 2.39
C -0.05 3.53 0.12
C -0.29 -0.37 2.18
C 3.55 2.46 3.11
C -4.08 2.63 -4.97
C -1.68 3.63 -1.35
C 3.04 1.53 0.84
C -2.48 -1.48 -2.64
C 4.47 -0.59 0.57
C -2.45 3.29 -2.44
C -2.57 2.02 -2.94
C -1.49 -1.93 -1.79
H 0.76 -5.30 -1.36
H -3.45 3.50 -5.12
H -0.57 -5.15 0.82
H -2.36 6.85 -0.42
H -3.91 -5.36 -1.42
H 0.79 -4.26 1.52
H 4.41 -2.21 4.01
H -1.64 2.49 4.28
H 5.63 0.40 -0.98
H -1.72 2.55 1.81
H 4.71 -0.99 -1.56
H 6.70 -7.11 2.95
H 1.71 3.84 1.22
H 1.40 -3.69 4.94
H -5.40 3.53 -3.48
H 5.07 -0.21 1.40
H -0.61 0.53 5.42
H 4.19 -1.60 0.86
H 3.54 1.46 3.54
H -3.01 4.08 -2.93
H 0.06 -1.17 1.55
H -4.19 2.16 -5.95
H 7.06 -5.86 1.76
H 2.55 2.88 3.24
H 4.25 3.08 3.68
H -0.65 7.10 -2.24
H 2.21 -5.86 3.66
H 4.98 2.01 1.56
H -2.28 -4.38 -3.02
H -3.81 -1.77 -6.79
H 4.28 -7.05 3.07
H 1.03 5.89 1.14
H -1.44 -5.37 -1.86
H -5.90 3.80 -5.16
H -3.35 5.85 -1.46
H 1.97 -4.27 -0.65
H -6.14 2.22 -4.40
H -3.87 -3.61 -1.18
H -4.98 0.00 -5.52
H -4.71 -1.38 -4.48
H 7.63 -5.69 3.42
H 6.18 -1.24 -0.60
H -0.53 4.96 2.89
H -3.03 -4.68 -0.05
H -1.65 6.13 -3.32
H 6.48 -3.40 3.40
H 4.00 3.41 1.20
H -2.23 7.69 -2.75
H -2.50 -1.81 -5.62
H -1.81 6.02 2.29
H -0.24 6.92 0.54
H 2.50 -2.23 -0.25
H 1.00 -5.93 1.00
H -2.74 -0.38 -6.62
H 0.24 -1.71 5.14
H -3.09 -2.21 -3.15
H -0.37 6.72 3.03
*
```

Atomic partial charges in e from the Mulliken method, atoms 1 to 6:
1. Sb 0.662
2. Tc -0.917
3. S -0.403
4. S -0.005
5. S 0.318
6. S -0.179

Record 3
ORCA calculation (ωB97M-V with the def2-TZVPD basis set) on a cluster of 5 separate species, C49H57N8O3 in total in a non-equilibrium geometry.

Summary:
Lowest unoccupied orbital energy (spin up / spin down) ... -13.029 / -13.029 eV
Highest occupied orbital energy (spin up / spin down) ... -16.38 / -20.09 eV
Frontier orbital gap (spin up / spin down) ... 3.352 / 7.063 eV

Geometry as ORCA input:
```
! wB97M-V def2-TZVPD RIJCOSX def2/J DEFGRID3
* xyz 6 2
O 0.67 -0.97 -0.79
O 1.71 0.23 0.66
O -0.49 0.30 0.58
N 4.85 -1.50 -0.83
N -2.91 -2.24 5.46
N 0.60 -4.25 -0.29
N -0.10 7.15 5.79
N -1.88 -0.49 -3.80
N 2.83 3.98 0.27
N -7.05 -0.24 0.91
N 3.51 -2.42 -7.62
C 1.20 7.24 5.48
C 3.73 -0.79 -2.91
C -1.84 -1.59 3.45
C 4.64 -1.78 -7.37
C -3.98 -1.14 -3.04
C -1.71 0.36 -2.85
C -0.44 5.79 3.91
C -6.64 -1.37 0.32
C -2.04 -3.91 4.08
C -2.97 -1.24 -3.99
C -2.75 -3.60 5.24
C -5.06 0.79 -0.02
C 1.09 -4.26 0.98
C 5.49 -2.56 -1.51
C 2.17 5.18 0.06
C 4.16 -2.00 -5.02
C -0.94 -3.39 1.98
C -1.63 -2.93 3.16
C -0.72 -0.65 -4.74
C 4.05 -0.64 -1.55
C 0.63 -0.11 0.10
C -6.17 0.85 0.89
C 2.25 4.06 2.55
C 2.72 -2.97 -6.67
C 4.49 -1.76 -3.63
C 1.53 5.88 1.09
C 5.36 -2.62 -2.88
C -0.72 8.01 6.93
C 4.91 -1.31 0.65
C 4.95 -1.43 -6.04
C -0.75 -3.95 -0.49
C -3.44 -1.85 6.78
C 3.11 -2.84 -5.31
C 1.72 6.57 4.40
C 0.38 -3.80 2.06
C -4.73 -0.39 -0.75
C -1.53 -3.50 0.66
C -0.96 6.48 5.03
C -5.64 -1.47 -0.66
C -2.44 -1.22 4.66
C 1.45 5.25 2.33
C 2.84 3.36 1.50
C 0.84 5.97 3.51
C -2.59 0.42 -1.78
C 3.23 3.18 -0.98
C -3.72 -0.39 -1.82
C 1.46 -4.58 -1.39
C -8.26 -0.29 1.73
C 3.09 -2.66 -9.02
H 2.37 3.60 3.52
H -0.82 -1.26 -5.64
H 0.99 -5.33 -2.03
H -0.17 8.92 7.16
H -1.84 -4.93 3.82
H 3.46 -1.79 -9.55
H -2.59 -3.37 0.50
H 3.60 3.87 -1.74
H -1.99 6.58 5.34
H -1.76 8.25 6.69
H 0.90 -3.89 2.99
H -3.19 -1.85 -4.85
H 5.67 -1.95 1.09
H -0.05 0.57 1.39
H -4.47 -2.14 6.98
H -1.15 5.21 3.34
H 3.04 -0.13 -3.41
H -4.46 1.66 -0.26
H -3.45 -0.80 7.06
H -1.37 -0.85 2.81
H -0.44 0.30 -5.19
H -2.67 -0.20 4.91
H 1.10 6.86 0.92
H 3.93 -1.71 0.93
H 2.47 2.45 -1.27
H -0.78 0.92 -2.84
H -1.06 -4.15 -1.50
H 1.36 -3.63 -1.91
H -2.25 0.95 -0.90
H 2.43 -4.92 -1.03
H 1.68 7.91 6.18
H 3.54 0.11 -0.96
H -4.82 -1.80 -3.15
H 5.87 -0.92 -5.80
H -8.40 0.63 2.29
H 2.27 5.60 -0.93
H 0.17 -1.02 -4.24
H -5.63 -2.39 -1.23
H 3.65 -3.51 -9.41
H -9.12 -0.57 1.11
H 4.12 2.62 -0.69
H 2.57 -3.24 -4.47
H 2.11 -4.63 0.99
H 2.78 6.74 4.25
H -3.17 -4.27 5.97
H 5.22 -1.39 -8.19
H -2.72 -2.26 7.48
H -6.42 1.79 1.37
H -0.67 7.31 7.76
H 6.02 -3.32 -0.97
H 3.42 2.45 1.59
H -8.03 -1.08 2.45
H 1.81 -3.45 -7.00
H 4.97 -0.26 0.95
H 5.80 -3.43 -3.43
H 2.01 -2.61 -9.19
H -7.38 -2.14 0.49
*
```

Atomic partial charges in e from the Mulliken method, atoms 1 to 6:
1. O -0.365
2. O -0.686
3. O -0.297
4. N 0.109
5. N 0.046
6. N 0.142

Record 4
ORCA calculation (ωB97M-V with the def2-TZVPD basis set) on a structure of composition C49H59BrN7O4P2S2Sn.

Summary:
Lowest unoccupied orbital energy ... -1.816 eV
Energy relative to the best compared isomer or geometry (same formula, charge and spin) ... 139.3 kJ/mol
Highest occupied orbital energy ... -9.97 eV
Frontier orbital gap ... 8.151 eV

Geometry as ORCA input:
```
! wB97M-V def2-TZVPD RIJCOSX def2/J DEFGRID3
* xyz 1 1
Sn -0.21 -0.55 -0.36
Br -4.76 -0.26 -0.77
S -1.76 -3.48 1.30
S 2.67 6.10 3.37
P -0.68 1.33 1.98
P 1.34 2.10 0.12
O 2.93 -0.49 -1.67
O -1.98 0.60 -0.93
O -1.13 -2.10 1.24
O 2.27 -0.81 1.14
N 2.23 -3.09 -0.45
N -2.07 -3.92 -6.02
N -1.32 -5.55 -7.21
N 0.45 2.55 1.54
N -1.35 -2.17 -2.14
N -2.41 -3.11 -3.82
N -2.33 -5.15 -6.55
C 0.39 2.88 -1.24
C 0.91 3.55 2.51
C -0.02 0.53 3.48
C 1.78 -0.19 4.91
C -0.72 3.70 -1.07
C 2.25 -4.16 -1.26
C 0.36 4.94 2.24
C 3.98 2.65 0.75
C -3.58 -4.53 2.99
C -3.02 2.78 1.76
C 1.27 -2.43 -6.54
C -1.08 3.72 -3.45
C 2.86 4.45 -0.39
C 5.15 3.40 0.78
C -4.02 3.65 2.18
C -0.91 -0.25 4.23
C 3.01 5.14 4.87
C 2.87 -5.35 -0.93
C -3.01 -3.32 -5.12
C -0.32 -4.60 -7.12
C -0.80 -3.54 -6.34
C 2.82 3.17 0.17
C 5.17 4.67 0.22
C 4.03 5.19 -0.36
C 3.51 -5.44 0.29
C 1.33 0.54 3.82
C 0.84 5.95 3.28
C 0.89 -0.94 5.67
C -2.03 2.38 2.65
C -4.16 -4.49 1.55
C -3.50 -3.34 0.81
C -0.01 -2.43 -6.03
C -1.89 -4.14 -3.06
C -2.06 2.83 3.97
C 2.81 -1.99 1.67
C -2.05 -1.94 -3.24
C -2.29 -3.70 3.03
C -3.06 3.70 4.38
C 0.76 2.48 -2.52
C -2.46 -0.60 -3.75
C -4.03 4.12 3.48
C -1.45 4.11 -2.18
C 0.98 -4.58 -7.63
C 3.49 -4.35 1.14
C -1.24 -3.54 -2.04
C 0.03 2.90 -3.63
C -0.45 -0.97 5.32
C 2.83 -3.19 0.74
C 1.76 -3.49 -7.32
H -2.02 -5.18 -3.33
H 2.73 -0.57 0.32
H -3.59 -3.39 -0.27
H 4.07 5.29 5.09
H 1.34 -5.40 -8.23
H 2.86 -6.18 -1.63
H -3.85 -4.00 -5.04
H -0.74 4.91 2.27
H -2.32 4.75 -2.04
H 0.60 3.23 3.51
H 3.98 -4.38 2.10
H -3.07 4.06 5.40
H 2.74 -1.44 -1.68
H -2.43 -2.69 3.40
H 2.42 5.53 5.70
H 6.08 5.25 0.24
H 2.83 -0.18 5.17
H 1.97 4.86 -0.86
H 2.03 1.10 3.21
H 0.33 2.59 -4.62
H 4.03 -6.34 0.58
H -1.01 4.01 -0.07
H -1.15 -1.55 5.92
H -3.02 2.41 0.75
H -3.84 -2.36 1.15
H -3.37 -2.36 -5.51
H 2.19 -2.25 2.54
H -3.48 -0.38 -3.45
H -0.70 -4.00 -1.22
H -3.95 -5.43 1.04
H 4.04 6.19 -0.79
H 2.00 3.60 2.50
H -3.28 0.20 -0.84
H 0.50 5.68 4.28
H -1.98 1.56 -1.08
H -2.40 -0.55 -4.84
H -1.31 2.50 4.68
H 0.47 6.95 3.05
H 2.78 -3.43 -7.70
H -5.24 -4.36 1.56
H -1.81 0.16 -3.32
H 1.92 -1.59 -6.32
H 1.62 1.83 -2.65
H -4.79 3.96 1.48
H -1.96 -0.27 3.96
H 1.25 -1.50 6.52
H 3.83 -1.83 2.04
H -4.81 4.80 3.81
H -0.36 -1.61 -5.42
H 1.75 -4.04 -2.22
H 0.67 5.27 1.25
H 3.67 -0.31 -2.26
H -3.39 -5.56 3.29
H -1.49 -4.18 3.59
H 2.81 4.08 4.72
H -1.65 4.05 -4.31
H 3.96 1.66 1.18
H -4.30 -4.11 3.70
H 6.04 2.99 1.23
*
```

Atomic partial charges in e from the Mulliken method, atoms 1 to 6:
1. Sn 3.359
2. Br -0.476
3. S 0.053
4. S -0.114
5. P -0.429
6. P -0.804

Number 1: calculated total energy -6403.514397 a.u.. Number 2: calculated total energy -4273.408594 a.u.. Number 3: calculated total energy -2562.730681 a.u.. Number 4: calculated total energy -6854.125068 a.u..